#A
Entry from OMol25: 2 unconnected molecules or ions with the total composition C6H10N (ωB97M-V/def2-TZVPD).

```
! RIJCOSX wB97M-V def2-TZVPD def2/J DEFGRID3
* xyz 1 3
C -0.728 -1.013 1.149
C -0.910 0.832 -1.141
C 0.878 1.526 -2.620
C 0.327 1.510 -1.405
C -2.105 0.797 -1.665
C 0.600 -1.909 2.853
N 0.390 -1.039 1.707
H -0.787 0.046 -0.128
H 1.771 2.095 -2.821
H 0.440 0.999 -3.449
H 0.789 2.030 -0.575
H -2.370 1.472 -2.468
H -2.890 0.145 -1.322
H 1.464 -2.545 2.674
H 0.784 -1.297 3.737
H -0.285 -2.521 3.018
H 1.218 -0.494 1.448
*
```

- E_LUMO (spin up / spin down) (eV) = -3.759 / -8.129
- HOMO level (spin up / spin down) (hartree) = -0.4380 / -0.5232

Here are the Löwdin charges for atoms 1 to 4, given in e: 0.1535 -0.1521 0.1524 -0.0982

=====

#B
Entry from OMol25: a gas-phase ion, C6H10N (charge +1) (ωB97M-V/def2-TZVPD).

```
! RIJCOSX wB97M-V def2-TZVPD def2/J DEFGRID3
* xyz 1 3
C -0.186 -0.875 -0.247
C -1.124 -1.866 -0.486
C 1.961 0.059 0.283
C 0.854 1.150 0.320
C 1.255 -1.137 -0.220
C -1.701 1.113 0.103
N -0.390 0.446 -0.049
H -2.067 -1.581 -0.811
H -0.933 -2.911 -0.580
H 2.696 0.529 -0.456
H 2.405 0.066 1.359
H 0.767 1.584 1.246
H 0.927 1.830 -0.490
H 1.625 -2.136 -0.449
H -2.453 0.402 0.085
H -1.722 1.509 1.036
H -1.914 1.818 -0.643
*
```

- E_LUMO (spin up / spin down) (eV) = -2.754 / -6.618
- HOMO level (spin up / spin down) (hartree) = -0.4777 / -0.6143

Here are the Löwdin charges for atoms 1 to 4, given in e: -0.2441 0.2043 -0.1231 -0.0795

=====

#C
Entry from OMol25: a gas-phase ion, C6H10N (charge +1) (ωB97M-V/def2-TZVPD).

```
! RIJCOSX wB97M-V def2-TZVPD def2/J DEFGRID3
* xyz 1 3
C 1.659 -0.975 -0.390
C 0.782 0.264 -0.095
C -0.514 -0.172 0.155
C 1.364 1.604 0.005
C -1.619 0.754 0.368
C -0.839 -1.624 -0.170
N 1.372 -0.937 0.806
H 2.201 -1.418 -1.174
H 0.707 2.256 0.364
H 1.563 1.852 -1.018
H 2.143 1.403 0.738
H -1.627 1.530 -0.444
H -1.449 1.546 1.258
H -2.556 0.233 0.481
H -1.322 -2.236 0.559
H -0.111 -2.304 -0.650
H -1.754 -1.776 -0.793
*
```

- E_LUMO (spin up / spin down) (eV) = -4.338 / -9.004
- HOMO level (spin up / spin down) (hartree) = -0.4368 / -0.6024

Here are the Löwdin charges for atoms 1 to 4, given in e: 0.0446 -0.2406 -0.2573 0.0689

=====

Relative energy table, unit kJ/mol: #A 418.8; #B 0.0; #C 487.6

=====

#A
Entry from OMol25: 2 unconnected molecules or ions with the total composition C2H12N4 (ωB97M-V/def2-TZVPD).

```
! RIJCOSX wB97M-V def2-TZVPD def2/J DEFGRID3
* xyz 0 1
N -2.324 -2.473 1.488
C -1.845 -2.042 0.175
N -0.558 -1.348 0.221
H -1.761 -2.567 2.304
H -3.238 -1.916 1.680
H -1.728 -3.045 -0.333
H -2.585 -1.451 -0.405
H 0.142 -1.712 0.875
H -0.686 -0.363 0.413
N 0.598 1.157 -1.072
C 1.432 2.220 -0.434
N 2.801 1.968 -0.739
H 0.213 1.407 -2.057
H 0.869 0.213 -1.036
H 0.947 3.237 -0.608
H 1.158 2.271 0.699
H 3.310 2.627 -1.303
H 3.256 1.817 0.131
*
```

- structure (SMILES) = NCN.NCN
- E_LUMO (eV) = 1.034
- HOMO level (hartree) = -0.3102

Here are the Löwdin charges for atoms 1 to 4, given in e: -0.0486 -0.3730 -0.0263 0.0356

=====

#B
Entry from OMol25: 2 unconnected molecules or ions with the total composition C2H12N4 (ωB97M-V/def2-TZVPD).

```
! RIJCOSX wB97M-V def2-TZVPD def2/J DEFGRID3
* xyz 0 1
N -3.270 1.730 0.097
C -3.349 0.902 -1.092
N -2.088 0.637 -1.816
H -2.718 2.552 -0.147
H -2.733 1.328 0.862
H -3.922 1.512 -1.794
H -3.952 0.037 -0.818
H -1.353 0.647 -1.114
H -2.082 -0.331 -2.152
N 3.898 -0.751 0.435
C 2.549 -1.346 0.669
N 1.867 -0.866 1.829
H 4.416 -1.358 -0.156
H 3.887 0.203 0.151
H 2.774 -2.409 0.689
H 1.962 -1.099 -0.233
H 2.054 0.100 1.994
H 2.060 -1.486 2.595
*
```

- structure (SMILES) = NCN.NCN
- E_LUMO (eV) = 0.866
- HOMO level (hartree) = -0.3389

Here are the Löwdin charges for atoms 1 to 4, given in e: -0.0189 -0.3877 -0.0183 0.0640

=====

Relative energy table, unit kJ/mol: #A 80.2; #B 0.0

=====

#A
Entry from OMol25: CH4N2P2 in the gas phase (ωB97M-V/def2-TZVPD).

```
! RIJCOSX wB97M-V def2-TZVPD def2/J DEFGRID3
* xyz 0 1
C 1.406 -0.259 1.295
N 0.926 0.576 0.524
P 0.492 0.623 -1.143
P -1.573 -0.434 -1.123
N -2.001 -1.523 -0.268
H 1.665 0.054 2.313
H 1.485 -1.272 1.272
H -0.120 1.819 -1.023
H -2.278 0.417 -1.847
*
```

- structure (SMILES) = C=NP[PH]#N
- E_LUMO (eV) = -0.261
- HOMO level (hartree) = -0.3316

Here are the Löwdin charges for atoms 1 to 4, given in e: -0.1487 -0.3508 0.6324 0.4704

=====

#B
Entry from OMol25: a molecular structure, CH4N2P2 (ωB97M-V/def2-TZVPD).

```
! RIJCOSX wB97M-V def2-TZVPD def2/J DEFGRID3
* xyz 0 1
C 1.038 -0.107 -0.134
N 0.433 0.155 0.948
N 1.024 -1.346 -0.885
P 0.470 1.116 2.195
P 1.611 0.206 -1.685
H -1.570 0.544 -0.669
H 0.108 -1.673 -1.229
H -0.870 0.637 2.560
H -2.244 0.468 -1.101
*
```

- E_LUMO (spin up / spin down) (eV) = -1.621 / -1.076
- HOMO level (spin up / spin down) (hartree) = -0.2745 / -0.3046

Here are the Löwdin charges for atoms 1 to 4, given in e: -0.9220 -0.4192 -0.2120 0.7404

=====

#C
Entry from OMol25: CH4N2P2 in the gas phase (ωB97M-V/def2-TZVPD).

```
! RIJCOSX wB97M-V def2-TZVPD def2/J DEFGRID3
* xyz 0 1
C 1.041 -1.100 -0.236
N 1.205 0.056 0.287
P 0.499 1.444 -0.196
P -1.490 0.427 -0.005
N -1.479 -1.095 -0.142
H 1.240 -1.936 0.415
H 0.498 -1.214 -1.196
H 0.076 1.962 1.037
H -2.377 0.961 0.776
*
```

- structure (SMILES) = C=NP[PH]#N
- E_LUMO (eV) = -0.743
- HOMO level (hartree) = -0.3204

Here are the Löwdin charges for atoms 1 to 4, given in e: -0.1919 -0.4344 0.6041 0.5425

=====

Relative energy table, unit kJ/mol: #A 0.0; #B 47.4; #C 11.2